# 1
The following is a DFT calculation (ωB97M-V/def2-TZVPD) of the molecule C5H10OS in a non-equilibrium geometry.

Output
E_HOMO = -8.49 eV
Energy above the lowest of the compared OMol25 structures with the same formula, charge and spin = 28.5 kcal/mol
Net charge = 0
SMILES string = CSCCCC=O

```
17
Properties=species:S:1:pos:R:3:mulliken_charge:R:1
O -0.71041 1.86560 2.04295 -0.46
C 0.41092 1.44829 2.17981 -0.13
C 0.97351 0.42166 1.18807 -0.43
C -0.05672 -0.67021 0.91298 -0.76
C -1.11616 -0.35378 -0.16714 -0.74
S -0.32824 -0.30654 -1.92790 -0.12
C 0.98890 -1.49971 -1.85235 -0.87
H 1.02902 1.81810 3.00176 0.38
H 1.94060 0.11755 1.58452 0.36
H 1.07735 0.99128 0.26223 0.24
H 0.52661 -1.56825 0.69966 0.48
H -0.72854 -1.00710 1.70852 0.38
H -1.64898 -1.28024 -0.32768 0.39
H -1.46723 0.65775 -0.03481 0.38
H 1.81072 -1.39910 -1.14057 0.29
H 0.57796 -2.50233 -1.77550 0.29
H 1.48553 -1.48147 -2.82711 0.32
```

---

# 2
The following is a DFT calculation (ωB97M-V/def2-TZVPD) of the molecule C2H5NO2 in a non-equilibrium geometry.

Output
E_HOMO (alpha / beta) = -9.17 / -8.40 eV
Energy above the lowest of the compared OMol25 structures with the same formula, charge and spin = 213.3 kcal/mol
Net charge = 0
SMILES string = C=CNOO

```
10
Properties=species:S:1:pos:R:3:mulliken_charge:R:1
C 0.19429 -1.43333 -1.27354 -0.70
C -0.91569 -0.41845 -0.22546 -0.14
N -0.39737 0.17162 0.92404 -0.14
O 0.90040 2.07174 0.30365 -0.37
O -0.28582 1.48526 1.05509 -0.19
H -0.25730 -2.23327 -1.72953 0.33
H 1.08635 -1.63385 -0.70398 0.24
H -1.91051 -0.22410 -0.66247 0.34
H 0.28997 -0.44483 1.32628 0.29
H 1.29568 2.65922 0.98593 0.33
```

---

# 3
The following is a DFT calculation (ωB97M-V/def2-TZVPD) of a structure of composition C39H54As2BN4SSn in a non-equilibrium geometry.

Output
E_HOMO = -4.24 eV
Energy above the lowest of the compared OMol25 structures with the same formula, charge and spin = 6.4 kcal/mol
Net charge = -1

```
102
Properties=species:S:1:pos:R:3:mulliken_charge:R:1
Sn -1.86148 0.02002 0.01905 1.77
C 3.83092 -3.25848 -4.36645 -1.68
C 3.22652 -2.11688 -3.59855 0.84
C 1.88292 -1.80278 -3.69335 -1.08
C 1.32152 -0.76248 -2.96605 0.11
C -0.14348 -0.52238 -3.18625 -2.21
C 2.10022 0.01142 -2.08365 0.25
As 0.96452 1.27682 -0.98895 1.62
N 0.36242 0.05892 0.22385 0.32
C 1.16982 -0.67788 1.03275 0.45
C 2.54702 -0.44328 1.12845 0.63
C 3.36732 -1.20108 1.93555 -1.11
C 2.84442 -2.23058 2.69695 -0.89
C 1.47422 -2.44688 2.65805 -1.06
C 0.65322 -1.68948 1.85405 -0.65
C 2.15992 2.60322 -0.09895 0.34
C 2.94682 3.43432 -0.90775 0.90
C 2.98242 3.31852 -2.41055 -2.08
C 3.74962 4.42132 -0.34835 -0.77
C 3.75792 4.65202 1.01605 0.76
C 4.63342 5.69772 1.64485 -1.63
C 2.89532 3.90292 1.79895 -0.78
C 2.08872 2.90562 1.27005 0.78
C 1.17072 2.21032 2.22235 -1.55
C 3.47302 -0.26338 -2.04545 1.80
C 4.50102 0.53002 -1.28295 -2.11
C 4.00422 -1.31808 -2.78405 -0.90
H 3.07312 -3.77608 -4.94935 0.35
H 4.29112 -3.97298 -3.68495 0.35
H 4.60412 -2.89638 -5.04425 0.35
H 1.24892 -2.38618 -4.35265 0.28
H -0.46818 -0.99168 -4.11385 0.51
H -0.36368 0.54622 -3.22585 0.37
H -0.70998 -0.96088 -2.36025 0.27
H 2.95572 0.38882 0.58195 0.15
H 4.43092 -0.97998 1.98125 0.38
H 3.48212 -2.83448 3.32675 0.38
H 1.03712 -3.22408 3.27315 0.43
H -0.40998 -1.85658 1.85195 0.44
H 2.31182 2.54022 -2.77135 0.26
H 3.99222 3.09332 -2.75625 0.36
H 2.68692 4.26922 -2.85675 0.51
H 4.37882 5.01942 -0.99835 0.32
H 5.31202 6.13332 0.91345 0.36
H 5.22162 5.26242 2.45325 0.35
H 4.02462 6.49562 2.07275 0.33
H 2.84532 4.10072 2.86115 0.46
H 0.97592 2.84262 3.08645 0.60
H 1.61152 1.27942 2.57965 0.22
H 0.22642 1.95522 1.75105 -0.25
H 4.08822 1.41982 -0.82095 -0.12
H 5.29722 0.83442 -1.96755 0.59
H 4.95122 -0.09188 -0.50735 0.42
H 5.06852 -1.51458 -2.71005 0.40
N -1.81958 7.03362 0.06955 -0.54
C -1.88488 5.66152 0.16735 0.95
C -1.78258 4.85042 -0.96725 -0.79
C -1.80888 3.48052 -0.80435 -0.47
N -1.90998 2.88792 0.37405 0.15
C -1.99808 3.64442 1.45425 -0.71
C -1.99498 5.02582 1.40615 -0.65
H -2.03238 7.43752 -0.82865 0.22
H -2.14888 7.56212 0.86145 0.22
H -1.68148 5.29102 -1.94845 0.37
H -1.76228 2.81622 -1.66365 0.40
H -2.08798 3.11552 2.39285 0.42
H -2.07458 5.60942 2.31215 0.36
C -2.17078 -5.40398 1.31535 -1.59
C -1.61008 -4.89228 -0.01795 1.96
C -2.33928 -5.54758 -1.19765 -1.79
C -0.11318 -5.21068 -0.10615 -1.49
C -1.78538 -3.43788 -0.06465 0.97
C -1.90678 -2.23198 -0.04285 -2.53
H -2.02938 -6.47998 1.40765 0.44
H -3.23478 -5.18368 1.39475 0.27
H -1.65798 -4.91068 2.13795 0.29
H -2.19488 -6.62728 -1.19055 0.47
H -1.94808 -5.14958 -2.13225 0.34
H -3.40968 -5.34598 -1.15515 0.29
H 0.05902 -6.28268 -0.00065 0.42
H 0.42952 -4.68008 0.67305 0.21
H 0.27532 -4.88088 -1.06725 0.32
C -4.65458 -2.23128 1.58045 -0.46
As -5.25318 -1.38518 -0.05515 0.67
C -4.60498 -2.26498 -1.66685 -0.42
C -7.11958 -1.98308 -0.07625 -1.19
S -5.19448 0.66742 -0.14525 -0.50
H -4.82538 -3.30338 1.51955 0.29
H -5.25418 -1.80528 2.38885 0.42
H -3.60288 -2.04008 1.77575 -0.15
H -4.46998 -3.32788 -1.47335 0.04
H -3.65978 -1.83778 -1.99675 0.01
H -5.36638 -2.11808 -2.44175 0.44
H -7.16638 -3.07368 -0.13935 0.38
H -7.64328 -1.54578 -0.93095 0.35
H -7.62038 -1.64938 0.83635 0.35
B -2.20958 0.56392 4.80105 0.52
C -2.17328 0.24542 3.29405 -0.05
N -2.16108 0.01012 2.15515 -0.84
H -2.45038 -0.45738 5.38805 -0.19
H -1.13158 0.99952 5.09595 -0.17
H -3.08318 1.38122 4.95855 -0.16
```

---

# 4
The following is a DFT calculation (ωB97M-V/def2-TZVPD) of a cluster of 7 separate species, C33H83N6O13 in total in a non-equilibrium geometry.

Output
E_HOMO = -3.22 eV
Net charge = -1

```
135
Properties=species:S:1:pos:R:3:mulliken_charge:R:1
O -2.04233 0.25439 -0.69257 -0.43
C -1.98810 -0.11935 0.53036 0.65
O -2.44308 -1.21196 0.88356 -0.73
O -1.43388 0.52162 1.44886 -0.78
H -2.51801 -0.55735 -0.88341 0.29
C 2.90123 0.70596 -2.49482 -0.60
O 3.64451 0.04861 -3.50709 -0.35
C 5.04959 0.01593 -3.41861 -0.27
C 5.48909 -0.82815 -4.55865 -0.57
N 6.82142 -1.46250 -4.42525 -0.38
C 7.02266 -2.29194 -3.24473 -0.96
C 6.08838 -3.57790 -3.05458 -0.23
O 6.80595 -4.48147 -2.16602 -0.45
C 6.76616 -4.27714 -0.74430 -0.69
H 2.89622 0.07064 -1.60913 0.15
H 1.85017 0.83136 -2.75487 0.27
H 3.36276 1.68960 -2.40785 0.32
H 5.32398 -0.32147 -2.41912 0.31
H 5.57853 0.94910 -3.61234 0.27
H 5.63050 -0.28767 -5.49459 0.31
H 4.84467 -1.63771 -4.90132 0.35
H 7.16517 -2.03319 -5.18435 0.29
H 6.97708 -1.72684 -2.31377 0.30
H 8.06593 -2.60272 -3.18901 0.52
H 5.91920 -4.03045 -4.03167 0.32
H 5.09104 -3.32971 -2.69152 0.27
H 7.65432 -3.81102 -0.31769 0.30
H 6.53123 -5.10067 -0.06999 0.31
H 5.98304 -3.57274 -0.46383 0.22
C 3.15262 10.53390 -5.81042 -0.62
O 1.97540 10.55321 -6.62405 -0.38
C 1.08618 9.37875 -6.42573 -0.51
C 0.50042 9.40054 -5.00872 -0.70
N 1.32281 8.57158 -4.11100 -0.33
C 0.86720 8.48245 -2.74111 -0.43
C -0.22653 7.37879 -2.62233 -0.70
O -0.56150 7.01061 -1.25584 -0.38
C -0.12658 5.72620 -0.92818 -0.69
H 3.80653 11.36029 -6.08893 0.26
H 3.72660 9.64862 -6.08415 0.28
H 2.97178 10.60725 -4.73803 0.22
H 1.60881 8.42389 -6.48240 0.33
H 0.35859 9.47095 -7.23208 0.30
H -0.42831 8.83131 -5.04824 0.49
H 0.32103 10.39826 -4.60812 0.41
H 1.22484 7.66373 -4.54262 0.23
H 0.66918 9.47034 -2.32523 0.31
H 1.75177 8.15031 -2.19767 0.31
H -0.15057 6.50374 -3.26779 0.49
H -1.06869 7.92363 -3.04895 0.27
H -0.12839 5.53926 0.14567 0.24
H 0.87283 5.59324 -1.34242 0.30
H -0.80101 4.96645 -1.32317 0.30
C -3.39085 -8.62546 -7.57867 -0.75
O -3.14387 -8.89267 -6.19210 -0.32
C -4.05763 -8.40408 -5.28576 -0.57
C -3.68819 -8.33036 -3.74883 -0.82
N -3.01431 -7.13428 -3.28197 -0.32
C -1.62152 -7.06352 -3.83295 -0.48
C -1.06056 -5.59676 -3.74566 -0.58
O -1.71253 -4.65935 -4.56696 -0.35
C -1.72156 -3.30698 -4.08210 -0.78
H -3.72437 -7.60061 -7.74161 0.32
H -4.20247 -9.27173 -7.91288 0.32
H -2.55398 -8.86940 -8.23308 0.24
H -4.95683 -9.00501 -5.42147 0.50
H -4.43970 -7.40286 -5.48501 0.35
H -3.11401 -9.20606 -3.44624 0.35
H -4.69615 -8.31447 -3.33426 0.38
H -3.54391 -6.32486 -3.57259 0.27
H -1.47355 -7.37435 -4.86716 0.25
H -1.10703 -7.80941 -3.22709 0.36
H -0.01133 -5.63049 -4.03902 0.36
H -1.16879 -5.34702 -2.69019 0.35
H -2.26146 -2.72302 -4.82748 0.28
H -0.78635 -2.83398 -3.78252 0.31
H -2.40674 -3.29507 -3.23447 0.35
C -3.34287 -5.10539 2.38185 -0.70
O -1.98528 -4.89361 2.95487 -0.34
C -0.97159 -5.55042 2.12881 -0.27
C 0.33434 -5.73014 2.98818 -0.92
N 1.02379 -4.39386 3.29467 -0.28
C 1.70917 -3.87002 2.09273 -0.77
C 2.58668 -2.65199 2.33753 -0.25
O 1.85327 -1.70310 3.05571 -0.34
C 2.51303 -0.38616 2.69866 -0.66
H -3.37520 -4.97689 1.29993 0.27
H -4.09997 -4.47089 2.84261 0.22
H -3.65292 -6.13041 2.58507 0.34
H -0.91474 -4.89649 1.25861 0.27
H -1.23168 -6.57132 1.84911 0.35
H 1.07801 -6.43530 2.61695 0.48
H 0.03067 -6.23562 3.90490 0.40
H 1.75981 -4.64913 3.93748 0.23
H 0.92908 -3.43204 1.47004 0.26
H 2.22666 -4.62134 1.49625 0.37
H 2.74483 -2.25217 1.33591 0.20
H 3.55724 -2.94338 2.73904 0.33
H 2.21459 0.42476 3.36307 0.23
H 2.24520 -0.09703 1.68241 0.23
H 3.55187 -0.51727 3.00152 0.34
C 0.55967 3.80717 8.58840 -1.46
C -0.35479 4.15822 7.35546 0.47
C -0.17482 5.59669 6.79202 -0.77
O 1.13922 5.77401 6.11095 -0.31
C 1.51928 7.16113 6.19302 -0.80
N -0.08232 3.14162 6.26956 -0.74
H 0.39174 2.74105 8.74100 0.40
H 0.39839 4.41359 9.47966 0.36
H 1.64129 3.85686 8.46298 0.29
H -1.37461 3.92374 7.66057 0.34
H -0.33898 6.20429 7.68196 0.40
H -0.96920 5.75450 6.06254 0.40
H 2.42690 7.43359 5.65442 0.24
H 1.55300 7.41481 7.25255 0.33
H 0.64663 7.75151 5.91368 0.33
H 0.82977 3.37401 5.90324 0.32
H -0.62210 3.51370 5.50124 0.20
C -6.21351 -0.13923 7.43333 -1.20
C -6.54643 -0.29186 5.95387 0.50
C -6.27446 0.98774 5.16792 -0.97
O -4.86093 1.37006 5.13616 -0.31
C -4.71654 2.59791 4.67371 -0.73
N -5.84512 -1.45265 5.38092 -0.66
H -5.61141 -0.98964 7.75326 0.35
H -7.13569 -0.22265 8.00841 0.30
H -5.65976 0.78148 7.61714 0.27
H -7.60185 -0.50510 5.78442 0.34
H -6.87595 1.78067 5.61242 0.36
H -6.42858 0.96997 4.08902 0.47
H -4.90149 3.32606 5.46346 0.28
H -5.21886 2.59989 3.70636 0.33
H -3.68361 2.78729 4.38167 0.23
H -6.29277 -1.70312 4.51088 0.21
H -6.01080 -2.21890 6.01772 0.21
```